Record 1
Computed, not measured: a single C4H5NO molecule, with ωB97M-V/def2-TZVPD.

The calculation puts the largest force on an atom at 0.90 eV/Å. Its electronic energy is -7764.5466 eV. The orbital gap comes out at 0.371 Ha. The calculation puts the HOMO energy at -0.33830 Ha. Its SMILES is C=C=NCC=O.

```
! wB97M-V def2-TZVPD RIJCOSX def2/J DEFGRID3
* xyz 0 1
O 2.1767 -1.1006 -1.1995
N -1.2000 -0.3198 -0.1471
C -0.9203 0.5443 0.6786
C -0.1973 -0.7477 -1.1155
C 1.1952 -0.9088 -0.5234
C -0.6657 1.4649 1.5754
H -0.8500 2.5089 1.3513
H -0.5033 -1.7076 -1.5469
H 1.2533 -0.8479 0.5846
H -0.1416 -0.0273 -1.9400
H -0.2659 1.1891 2.5445
*
```

=====

Record 2
Computed, not measured: 2 unconnected molecules or ions with the total composition C4H5NO in a non-equilibrium geometry, with ωB97M-V/def2-TZVPD.

The calculation puts the largest force on an atom at 10.12 eV/Å. Its electronic energy is -7756.8429 eV. The orbital gap (alpha / beta) comes out at 0.197 / 0.287 Ha. The calculation puts the HOMO energy (alpha / beta) at -0.16764 / -0.36374 Ha.

```
! wB97M-V def2-TZVPD RIJCOSX def2/J DEFGRID3
* xyz 0 3
O -0.3072 0.4779 -0.3038
N -2.6030 0.1513 -0.3096
C 0.5244 0.1362 -1.3724
C -0.0442 -1.2399 1.4354
C -0.2081 -0.2497 0.7661
C -2.6997 -0.1136 -1.4287
H -0.2080 -0.0382 -2.1483
H 1.0739 1.0097 -1.7898
H -2.5482 -0.1733 -2.4971
H 1.3194 -0.6596 -1.1407
H 0.3597 -1.8254 2.1543
*
```

=====

Record 3
Computed, not measured: a molecular structure, C4H5NO2 in a non-equilibrium geometry, with ωB97M-V/def2-TZVPD.

The calculation puts the largest force on an atom at 2.08 eV/Å. Its electronic energy is -9811.4619 eV. The orbital gap comes out at 0.348 Ha. The calculation puts the HOMO energy at -0.31564 Ha.

```
! wB97M-V def2-TZVPD RIJCOSX def2/J DEFGRID3
* xyz 0 1
O 0.7159 -0.3767 -2.4519
O 1.5895 0.7600 -0.6561
N -1.5784 -0.5907 -0.3507
C -0.2163 -0.4529 -0.1632
C 0.5940 -0.1022 1.2930
C 0.6950 -0.1243 -1.2831
C 0.7330 0.9937 0.4172
H -0.0210 0.0757 2.1864
H -2.0898 0.0149 -0.9869
H -2.1040 -1.3781 0.0078
H 1.4150 -0.7948 1.4463
H 0.2872 1.9765 0.5325
*
```

=====

Question: The lowest largest force on an atom belongs to which entry?
Answer: number 1